1.
Entry from the OMol25 dataset: 11 unconnected molecules or ions with the total composition C63H189N30O14P11 at a distorted geometry (ωB97M-V with the def2-TZVPD basis set).

Calculated values
- molecular weight (g mol⁻¹) = 1932.11
- spin multiplicity = 1
- Kohn-Sham gap (eV) = 8.57
- SMILES = CN(C)P(=O)(N(C)C)N(C)C.CN(C)P(=O)(N(C)C)N(C)C.CN(C)P(=O)(N(C)C)N(C)C.CN(C)P(=O)(N(C)C)N(C)C.CN(C)P(=O)(N(C)C)N(C)C.CN(C)P(=O)(N(C)C)N(C)C.CN(C)P(=O)(N(C)C)N(C)C.CN(C)P(=O)(N(C)C)N(C)C.CN(C)P(=O)(N(C)C)N(C)C.CN(C)P(=O)(N(C)C)N(C)C.COP(=O)(OC)OC
- highest occupied orbital energy (hartree) = -0.3021

Last column: Mulliken charge in e.
Element x y z (Å)
C -2.453 -7.428 -2.308  -0.9241
N -1.379 -7.074 -1.357  0.4435
C -0.931 -8.155 -0.500  -1.1330
P -0.424 -5.692 -1.499  -0.8394
O -0.979 -4.720 -2.510  0.0998
N -0.312 -4.952 -0.007  0.5250
C -1.204 -3.849 0.343  0.3803
C 0.669 -5.253 1.041  -0.8265
N 1.067 -6.394 -1.775  0.6593
C 2.206 -5.477 -1.933  -1.0852
C 1.070 -7.569 -2.660  -1.3351
H -3.503 -7.271 -1.984  0.1258
H -2.261 -8.509 -2.452  0.4172
H -2.390 -6.957 -3.274  0.2144
H -1.737 -8.384 0.253  0.3241
H -0.150 -7.787 0.146  0.3403
H -0.593 -9.117 -0.943  0.3645
H -2.096 -4.226 0.905  0.1388
H -0.650 -3.153 0.983  -0.6159
H -1.542 -3.370 -0.579  -0.3392
H 1.350 -5.962 0.683  0.7482
H 1.101 -4.326 1.386  -0.2236
H 0.112 -5.667 1.890  0.4722
H 2.142 -4.745 -1.155  0.2657
H 3.175 -5.977 -1.780  0.4342
H 2.136 -4.948 -2.922  0.2991
H 0.095 -7.753 -3.110  0.3892
H 1.332 -8.508 -2.145  0.2275
H 1.787 -7.419 -3.468  0.5378
C 0.495 -6.184 -6.340  -1.0455
N 1.125 -5.049 -6.870  0.6161
C 2.553 -5.087 -6.703  -1.0549
P 0.513 -3.587 -7.437  0.3047
O 1.539 -2.819 -8.163  -0.9253
N -0.910 -4.146 -8.252  0.2871
C -1.988 -3.161 -8.641  -1.0028
C -0.773 -5.064 -9.328  -1.1280
N -0.206 -2.721 -6.183  1.0169
C -1.261 -3.251 -5.265  -1.0583
C 0.013 -1.313 -5.883  -0.9922
H 0.734 -6.327 -5.262  -0.1021
H 0.875 -7.114 -6.801  0.4280
H -0.565 -6.200 -6.525  0.4720
H 2.828 -5.094 -5.623  0.1296
H 3.111 -4.265 -7.170  0.3383
H 2.914 -6.065 -7.113  0.3173
H -2.986 -3.641 -8.506  0.2962
H -2.066 -2.304 -7.990  0.2662
H -1.798 -2.848 -9.696  0.3266
H -0.037 -5.838 -9.057  0.3403
H -1.760 -5.526 -9.533  0.3717
H -0.427 -4.607 -10.293  0.3118
H -0.954 -3.284 -4.229  0.2471
H -2.169 -2.660 -5.373  0.4429
H -1.475 -4.297 -5.516  0.1824
H -0.852 -0.676 -6.116  0.2454
H 0.862 -0.886 -6.405  0.4868
H 0.305 -1.191 -4.842  -0.0862
C 3.194 -4.920 7.150  -1.0674
N 3.163 -5.533 5.814  0.4304
C 3.608 -6.931 5.901  -1.0831
P 2.457 -4.982 4.344  0.6719
O 2.453 -6.132 3.401  -0.9857
N 0.990 -4.153 4.675  0.9698
C 0.047 -4.310 5.799  -1.0332
C 0.602 -3.034 3.817  -1.2497
N 3.448 -3.761 3.733  0.3116
C 4.180 -3.853 2.500  -0.9114
C 3.517 -2.454 4.403  -0.9572
H 2.652 -4.003 7.189  0.2023
H 4.207 -4.749 7.560  0.3052
H 2.685 -5.553 7.874  0.4363
H 4.702 -6.878 6.032  0.3403
H 3.434 -7.453 4.979  0.3129
H 3.127 -7.411 6.788  0.2456
H -0.971 -4.581 5.433  0.2982
H 0.321 -5.127 6.471  0.3856
H -0.019 -3.310 6.293  0.2357
H 0.538 -2.081 4.320  0.5021
H 1.312 -2.951 2.979  -0.5073
H -0.369 -3.296 3.369  0.6558
H 4.023 -4.837 2.091  0.2922
H 3.877 -3.143 1.729  0.1595
H 5.278 -3.833 2.596  0.3114
H 4.492 -2.351 4.874  0.6316
H 2.793 -2.281 5.210  0.0837
H 3.348 -1.584 3.770  0.0948
C 6.079 0.167 -4.408  -1.1500
N 4.818 -0.496 -3.969  0.4595
C 4.111 -1.142 -5.094  -1.3838
P 4.768 -1.330 -2.510  0.7014
O 3.378 -1.873 -2.279  -0.8332
N 5.801 -2.717 -2.599  0.7286
C 5.159 -4.031 -2.555  -0.9434
C 7.229 -2.806 -2.855  -1.2378
N 5.545 -0.262 -1.495  0.3765
C 5.140 1.182 -1.348  -0.4417
C 5.968 -0.853 -0.201  -0.9667
H 6.533 -0.345 -5.264  0.3348
H 6.798 0.254 -3.583  0.3673
H 5.878 1.179 -4.763  0.1757
H 3.074 -1.342 -4.788  0.1447
H 4.592 -2.081 -5.393  0.2762
H 4.265 -0.446 -5.925  0.5598
H 4.080 -3.878 -2.615  -0.1129
H 5.435 -4.582 -3.451  0.3990
H 5.461 -4.626 -1.673  0.3190
H 7.712 -1.886 -2.561  0.3334
H 7.719 -3.640 -2.324  0.3603
H 7.538 -2.974 -3.877  0.3083
H 4.169 1.313 -0.802  -0.1061
H 5.926 1.729 -0.845  0.6333
H 4.956 1.649 -2.319  -0.2658
H 5.106 -0.849 0.505  -0.0887
H 6.812 -0.329 0.222  0.4195
H 6.279 -1.880 -0.318  0.5441
C -5.774 -4.950 -3.112  -1.1772
N -5.366 -3.676 -2.416  0.3265
C -3.957 -3.259 -2.711  -0.8076
P -6.431 -2.727 -1.542  0.3569
O -5.806 -1.399 -1.288  -0.8466
N -7.982 -2.703 -2.342  0.4074
C -9.016 -3.721 -2.297  -1.2278
C -8.308 -1.512 -3.147  -1.0989
N -6.753 -3.657 -0.139  0.3477
C -7.713 -3.099 0.822  -1.0702
C -6.073 -4.818 0.355  -0.8779
H -5.029 -5.239 -3.852  0.3682
H -6.688 -4.629 -3.654  0.3554
H -6.030 -5.774 -2.451  0.3384
H -3.755 -2.305 -2.248  -0.0095
H -3.899 -3.112 -3.800  0.6348
H -3.237 -4.036 -2.423  0.1412
H -9.289 -4.042 -3.291  0.3984
H -8.686 -4.584 -1.717  0.3309
H -9.909 -3.356 -1.816  0.3651
H -8.006 -1.701 -4.172  0.3015
H -9.376 -1.260 -3.038  0.3218
H -7.740 -0.663 -2.830  0.2806
H -7.334 -2.120 1.164  0.2312
H -8.745 -3.008 0.470  0.2444
H -7.785 -3.877 1.637  0.4311
H -5.431 -5.160 -0.442  0.0977
H -6.785 -5.602 0.598  0.3565
H -5.553 -4.680 1.301  0.4029
C 0.295 1.348 4.044  1.0779
N -0.191 1.752 5.415  0.5894
C -0.711 3.111 5.578  -0.4810
P -0.425 0.568 6.604  -0.1629
O 0.513 -0.532 6.355  -0.8882
N -0.306 1.382 8.092  0.6107
C -1.486 1.837 8.824  -1.1420
C 1.016 1.469 8.764  -1.0668
N -2.071 0.083 6.622  0.3327
C -2.890 0.061 5.421  -0.4108
C -2.416 -1.061 7.580  -1.1042
H 1.393 1.313 4.045  -0.4555
H -0.067 2.043 3.286  0.2080
H -0.052 0.360 3.717  -0.5962
H -0.014 3.808 6.070  0.1991
H -1.668 3.159 6.131  0.0132
H -0.851 3.592 4.576  0.1122
H -2.357 1.895 8.202  0.3415
H -1.725 1.196 9.677  0.3421
H -1.335 2.866 9.176  0.3572
H 1.726 0.771 8.332  0.2543
H 1.475 2.409 8.556  0.3009
H 0.918 1.290 9.822  0.3292
H -3.976 0.166 5.622  0.3609
H -2.557 0.933 4.853  -0.1389
H -2.720 -0.841 4.803  0.1201
H -3.444 -0.915 7.928  0.3145
H -1.773 -0.931 8.449  0.4264
H -2.208 -2.009 7.102  0.2234
C -2.517 8.605 -2.221  -0.7868
N -2.001 7.819 -3.345  0.3480
C -1.568 8.643 -4.494  -1.1191
P -1.739 6.181 -3.258  0.2360
O -1.263 5.693 -4.544  -1.0009
N -0.601 5.808 -2.063  0.6601
C -0.707 6.005 -0.607  0.5141
C 0.764 5.544 -2.463  -0.5422
N -3.236 5.710 -2.608  0.9805
C -3.461 4.382 -2.070  -0.6785
C -4.398 6.053 -3.501  -1.3527
H -3.134 9.467 -2.506  0.3272
H -1.724 9.035 -1.580  0.2885
H -3.134 8.042 -1.498  0.1028
H -0.645 9.152 -4.217  0.3524
H -2.323 9.379 -4.778  0.2946
H -1.252 8.086 -5.361  0.3185
H -1.736 6.129 -0.289  -0.5829
H -0.306 5.157 -0.035  -0.4326
H -0.076 6.837 -0.345  0.4474
H 1.125 4.791 -1.762  -0.5237
H 0.764 5.062 -3.453  0.3891
H 1.441 6.438 -2.507  0.3364
H -4.414 4.468 -1.487  0.4497
H -3.684 3.638 -2.847  0.2813
H -2.610 4.038 -1.443  -0.4132
H -4.422 7.150 -3.546  0.3365
H -5.303 5.675 -3.037  0.4726
H -4.207 5.656 -4.511  0.3238
C -6.280 6.600 0.835  -0.8935
N -5.434 6.207 1.960  0.3334
C -4.134 6.886 1.845  -0.6405
P -5.852 4.832 2.982  0.5463
O -7.296 4.628 2.987  -0.8936
N -5.014 3.444 2.488  0.5004
C -3.519 3.515 2.292  -0.5839
C -5.653 2.193 2.137  -0.9826
N -5.061 5.248 4.442  0.4708
C -5.275 6.525 5.154  -1.0531
C -4.692 4.164 5.356  -1.0296
H -6.563 7.662 0.938  0.3216
H -7.162 5.946 0.762  0.3472
H -5.727 6.519 -0.140  0.1119
H -4.286 7.976 1.947  0.4335
H -3.669 6.596 0.913  -0.3129
H -3.518 6.632 2.719  0.3217
H -3.315 3.739 1.230  0.0680
H -3.069 4.270 2.940  0.1920
H -3.037 2.570 2.587  0.0751
H -5.110 1.380 2.677  0.1443
H -6.698 2.177 2.479  0.3796
H -5.672 1.980 1.061  0.3101
H -4.449 6.829 5.813  0.2766
H -5.552 7.257 4.418  0.3650
H -6.133 6.459 5.834  0.3553
H -5.453 3.908 6.128  0.3002
H -3.809 4.518 5.896  0.4027
H -4.456 3.319 4.712  0.0871
C -1.684 -0.568 1.902  -0.8444
N -1.629 -0.487 0.438  1.2766
C -2.970 -0.503 -0.210  -0.8424
P -0.504 0.739 0.059  -0.4104
O -0.539 2.026 0.834  -0.9509
N 1.004 0.087 0.408  1.1290
C 1.939 0.739 1.346  1.8356
C 1.331 -1.309 0.178  -0.2199
N -0.610 1.082 -1.563  1.2036
C -0.441 0.027 -2.612  -1.2669
C -0.171 2.379 -2.000  -0.7788
H -2.380 -1.335 2.237  0.8179
H -2.002 0.424 2.255  0.2185
H -0.717 -0.863 2.271  -0.9728
H -3.362 -1.512 -0.294  0.1488
H -2.918 -0.055 -1.212  0.5394
H -3.644 0.204 0.312  -0.0215
H 2.872 0.657 0.786  0.0893
H 1.713 1.783 1.570  -0.7162
H 2.074 0.124 2.275  -1.0974
H 0.941 -1.688 -0.760  -0.0801
H 2.418 -1.411 0.093  -0.5384
H 1.070 -1.883 1.087  -0.0990
H -0.816 -0.939 -2.352  0.5779
H -1.057 0.367 -3.429  0.5945
H 0.605 0.082 -2.945  -0.1397
H 0.918 2.359 -2.174  0.1430
H -0.413 3.159 -1.278  -0.3714
H -0.643 2.668 -2.955  0.5139
C 4.647 2.564 4.747  -0.7677
N 5.083 2.575 3.326  0.1419
C 5.101 1.231 2.695  0.2779
P 4.681 3.907 2.286  0.3566
O 5.103 3.657 0.913  -0.7584
N 3.027 4.251 2.378  1.6015
C 2.141 4.270 1.203  -1.1812
C 2.406 4.866 3.536  -1.4737
N 5.495 5.200 3.019  0.3326
C 6.875 5.134 3.536  -1.0820
C 5.229 6.519 2.490  -1.0214
H 5.290 1.856 5.317  0.4091
H 3.563 2.228 4.899  -0.1280
H 4.840 3.557 5.173  0.3530
H 4.193 0.678 3.080  -0.0855
H 6.061 0.633 2.884  0.2366
H 5.008 1.383 1.632  -0.6257
H 1.136 3.911 1.436  0.2942
H 2.080 5.278 0.796  0.6466
H 2.597 3.702 0.375  -0.3531
H 1.995 4.095 4.199  0.1689
H 3.060 5.560 4.054  0.4145
H 1.505 5.434 3.235  0.4327
H 7.130 5.969 4.204  0.3536
H 7.012 4.255 4.155  0.3174
H 7.622 5.165 2.707  0.2845
H 5.922 6.836 1.705  0.2937
H 5.322 7.221 3.334  0.3684
H 4.197 6.594 2.081  0.2447
C 2.844 2.504 -4.483  -0.7134
O 3.452 3.492 -3.675  0.6682
P 4.570 4.548 -4.048  0.4201
O 4.388 5.188 -5.335  -0.7978
O 4.515 5.575 -2.876  -0.4734
C 4.495 5.119 -1.547  0.0825
O 5.932 3.772 -3.881  -0.1204
C 7.130 4.478 -4.147  -0.8711
H 2.786 1.611 -3.874  0.0870
H 3.471 2.282 -5.370  0.3182
H 1.858 2.732 -4.854  0.3970
H 4.947 4.126 -1.381  0.1566
H 3.461 5.055 -1.202  -0.2812
H 4.993 5.829 -0.897  0.3914
H 7.337 5.146 -3.282  0.2840
H 7.109 5.051 -5.071  0.3494
H 7.926 3.758 -4.187  0.2333

---

2.
Entry from the OMol25 dataset: 2 unconnected molecules or ions with the total composition C3H3ClN2 at a distorted geometry (ωB97M-V with the def2-TZVPD basis set).

Calculated values
- molecular weight (g mol⁻¹) = 102.52
- spin multiplicity = 1
- Kohn-Sham gap (eV) = 9.25
- ΔE to the lowest compared entry with this formula, charge and spin (kcal/mol) = 81.06
- highest occupied orbital energy (hartree) = -0.3258

Last column: Mulliken charge in e.
Element x y z (Å)
C -1.429 -1.072 0.200  0.3972
C 0.988 0.101 -0.554  -0.0504
C -0.928 0.190 0.442  -0.4631
N -1.616 -2.111 -0.245  -0.4255
N 1.749 0.511 0.270  -0.3759
Cl -1.767 1.648 -0.120  -0.1570
H 0.816 -0.244 -1.485  0.4336
H -0.542 0.284 1.358  0.3690
H 2.729 0.692 0.132  0.2721

---

3.
Entry from the OMol25 dataset: C2H4N4S in the gas phase at a distorted geometry (ωB97M-V with the def2-TZVPD basis set).

Calculated values
- molecular weight (g mol⁻¹) = 116.15
- spin multiplicity = 1
- Kohn-Sham gap (eV) = 8.88
- ΔE to the lowest compared entry with this formula, charge and spin (kcal/mol) = 132.49
- highest occupied orbital energy (hartree) = -0.3333

Last column: Mulliken charge in e.
Element x y z (Å)
C 0.320 -0.024 0.235  0.6341
C 0.399 -1.396 0.714  -0.9203
N -1.482 1.093 -1.056  -0.1915
N 0.361 1.011 0.935  -0.1509
N -1.062 1.966 -0.363  0.2415
N -0.255 2.134 0.590  -0.5373
S -0.165 -0.205 -1.491  -0.1869
H 1.401 -1.666 1.129  0.2680
H 0.246 -2.182 -0.041  0.3672
H -0.276 -1.593 1.615  0.2587
H 0.514 0.862 -2.267  0.2175